{"formula": "C4H3NOS", "method": "wB97M-V/def2-TZVPD", "homo_lumo_gap_ev": 8.1, "lumo_ev": -0.025, "energy_ha": -682.2525, "e_above_lowest_ev": 3.216, "symbols": ["C", "C", "C", "C", "N", "O", "S", "H", "H", "H"], "xyz": [[-0.50805, 0.29074, -0.18240], [1.82955, -0.92085, 0.32039], [-1.75159, 0.44103, 0.14589], [0.31200, -1.08233, 0.02833], [0.51126, 1.25310, -0.40279], [-2.92058, 0.46657, 0.23174], [2.08396, 0.68964, 0.12626], [-0.14636, -1.70228, 0.79853], [0.28072, -1.64894, -0.90962], [0.30908, 2.21332, -0.15633]]}

{"formula": "C3H6O6S2", "method": "wB97M-V/def2-TZVPD", "homo_lumo_gap_ev": 11.3, "smiles": "C[C@@H]1OS(=O)(=O)COS1(=O)=O", "lumo_ev": 0.465, "energy_ha": -1365.6180, "e_above_lowest_ev": 0.766, "symbols": ["C", "C", "O", "S", "O", "O", "C", "O", "S", "O", "O", "H", "H", "H", "H", "H", "H"], "xyz": [[-1.74741, -1.52339, 0.27025], [-0.68300, -0.77267, -0.46590], [0.62204, -0.84212, 0.47702], [1.96230, -0.18644, -0.25894], [1.91486, -0.17882, -1.66917], [3.07273, -0.65543, 0.50692], [1.49844, 1.59238, 0.23576], [0.42634, 1.78532, -0.55903], [-1.02773, 1.03611, -0.16786], [-1.13853, 1.29975, 1.21853], [-1.96181, 1.62125, -1.08334], [-1.48435, -2.55851, 0.68055], [-2.50554, -1.84929, -0.39565], [-2.28164, -1.14160, 1.06806], [-0.40387, -1.28258, -1.36053], [2.39128, 2.24629, 0.12400], [1.34591, 1.40973, 1.37932]]}

{"formula": "C14H18LiN3Si", "method": "wB97M-V/def2-TZVPD", "homo_lumo_gap_ev": [4.2, 7.7], "lumo_ev": [-1.705, -0.056], "energy_ha": -1005.5475, "e_above_lowest_ev": 0.052, "symbols": ["Li", "C", "C", "C", "C", "C", "C", "N", "N", "C", "C", "C", "C", "C", "N", "H", "H", "H", "H", "H", "H", "H", "H", "H", "C", "Si", "C", "C", "H", "H", "H", "H", "H", "H", "H", "H", "H"], "xyz": [[0.12445, 0.70917, 0.25996], [-1.05813, -4.76722, -0.47964], [0.08363, -3.99061, -0.32819], [-0.02417, -2.62048, -0.16504], [-1.27228, -1.98876, -0.14953], [-2.41945, -2.77586, -0.30225], [-2.30365, -4.14696, -0.46552], [-1.28683, -0.60433, 0.03197], [-2.48350, -0.05732, -0.04292], [-2.49234, 1.29049, 0.14474], [-3.74130, 1.94985, 0.05659], [-3.80880, 3.30400, 0.22483], [-2.63414, 4.03217, 0.48590], [-1.45703, 3.33301, 0.56096], [-1.35803, 2.00131, 0.40078], [-0.97878, -5.83933, -0.60630], [1.06108, -4.45828, -0.33733], [0.86732, -2.00944, -0.05009], [-3.38390, -2.28882, -0.28868], [-3.19992, -4.74493, -0.58147], [-4.61734, 1.34962, -0.14723], [-4.76278, 3.81339, 0.15830], [-2.64611, 5.10356, 0.62691], [-0.52860, 3.85630, 0.76648], [3.35353, 2.50400, 0.03940], [2.77503, 0.72868, -0.00786], [3.40480, -0.13196, -1.53244], [3.31425, -0.17141, 1.53770], [4.44903, 2.49792, 0.05056], [3.00618, 3.01697, 0.93856], [3.02322, 3.07462, -0.83036], [4.49932, -0.13052, -1.49291], [3.09200, 0.37860, -2.44498], [3.06236, -1.16712, -1.58737], [4.40982, -0.18457, 1.54475], [2.95823, -1.20265, 1.57025], [2.97287, 0.33688, 2.44147]]}

{"formula": "C4H11NO2", "method": "wB97M-V/def2-TZVPD", "homo_lumo_gap_ev": 10.3, "lumo_ev": 1.003, "energy_ha": -364.1384, "e_above_lowest_ev": 3.531, "symbols": ["C", "C", "C", "C", "N", "O", "O", "H", "H", "H", "H", "H", "H", "H", "H", "H", "H", "H"], "xyz": [[-1.20196, -2.37188, -1.79313], [1.47479, 1.88845, -0.62035], [0.68813, 1.11368, 1.50198], [-0.62325, -1.19413, -1.06463], [0.62368, 1.17588, 0.25541], [-1.37070, -0.09234, -0.81060], [0.50861, -1.28217, -0.66655], [-2.28816, -2.42197, -1.33849], [-1.29556, -2.14309, -2.77742], [-0.64838, -3.33716, -1.46561], [1.08047, 2.80372, -0.98329], [2.28241, 2.20602, -0.06236], [1.78634, 1.16232, -1.45298], [-0.17403, 0.73566, 2.09920], [-1.32709, -0.04830, 3.71231], [1.78214, 1.34925, 2.00305], [-0.48776, -0.18376, 3.84480], [-0.80969, 0.63983, -0.38133]]}

{"formula": "C11H15N", "method": "wB97M-V/def2-TZVPD", "homo_lumo_gap_ev": 8.5, "smiles": "Cc1c[nH]c2ccccc12.CC", "lumo_ev": 0.923, "energy_ha": -482.8399, "e_above_lowest_ev": 2.049, "symbols": ["C", "C", "C", "N", "C", "C", "C", "C", "C", "C", "H", "H", "H", "H", "H", "H", "H", "H", "H", "C", "C", "H", "H", "H", "H", "H", "H"], "xyz": [[1.26337, -2.56409, -0.78259], [0.76296, -1.31850, -1.41695], [0.26311, -1.35435, -2.69231], [-0.00630, -0.06506, -3.18366], [0.26777, 0.83251, -2.09372], [0.20313, 2.19164, -1.96388], [0.86361, 2.83594, -0.87505], [1.13497, 2.06586, 0.23486], [1.23769, 0.65766, 0.16223], [0.71407, 0.03374, -0.95587], [1.95927, -3.08176, -1.44853], [0.40106, -3.21080, -0.54519], [1.65929, -2.57141, 0.23224], [0.36625, -2.14823, -3.42966], [0.37806, 0.09642, -4.10003], [-0.22340, 2.90382, -2.64726], [1.09389, 3.87146, -1.12972], [1.51712, 2.53943, 1.12205], [2.01363, 0.14681, 0.69729], [-1.54952, -0.84141, 3.35403], [-2.32321, 0.34347, 2.79159], [-2.37193, -1.55608, 3.57458], [-0.70054, -1.26993, 2.82898], [-1.14316, -0.58168, 4.35541], [-3.13659, 0.02714, 2.11471], [-2.87343, 0.93647, 3.54849], [-1.77115, 1.08092, 2.24797]]}